DFT (ωB97M-V with the def2-TZVPD basis set) results for C31H33BBr2O2S2 as an isolated structure.

Calculated values
* multiplicity: 1
* energy relative to the best compared isomer or geometry (same formula, charge and spin): 51.7 kcal per mole

Geometry (Å):
C: 5.312959 3.926283 -1.284220
C: 4.084164 3.453458 -0.589472
C: 4.015191 2.948110 0.699760
C: 2.698814 2.523980 1.032226
C: 1.884979 2.360316 -0.089938
B: 0.660952 -0.139268 -0.167533
C: 0.596164 1.567994 -0.088729
C: -0.154412 2.035511 1.090928
C: -1.083328 3.009859 0.818383
C: -1.289396 3.253524 -0.535460
C: -2.245561 4.225143 -1.087646
S: -0.290225 2.318972 -1.510313
O: 1.201434 -0.627390 -1.368403
C: 2.301614 -1.514091 -1.058514
C: 2.235954 -2.690730 -2.024248
C: 3.616339 -0.765687 -1.275759
C: 2.085251 -1.860901 0.486208
C: 1.267416 -3.128783 0.701590
C: 3.337176 -2.000481 1.340626
O: 1.293986 -0.730285 0.940061
S: 2.554271 3.226535 -1.409759
H: 6.110443 3.845369 -0.514938
H: 5.544430 3.201807 -2.096554
H: 5.242999 4.952905 -1.703577
H: 4.894067 2.916004 1.355547
H: 2.369697 2.250083 2.018811
H: 0.132296 1.700428 2.086376
H: -1.668944 3.567900 1.552450
H: -2.934324 4.546448 -0.305326
H: -1.671439 5.093928 -1.427759
H: -2.845474 3.855856 -1.928654
H: 3.057483 -3.377895 -1.775728
H: 1.262961 -3.199178 -1.992791
H: 2.352956 -2.303211 -3.056544
H: 4.491532 -1.426501 -1.166106
H: 3.628960 -0.371593 -2.293605
H: 3.713380 0.066412 -0.574501
H: 1.814922 -3.990742 0.296316
H: 1.090812 -3.279196 1.775654
H: 0.276012 -3.058814 0.233259
H: 3.909448 -2.893951 1.062263
H: 3.990749 -1.128834 1.259970
H: 3.038165 -2.118034 2.388632
Br: -0.902696 -6.062005 -3.556518
C: -1.202699 -4.381391 -2.749347
C: -0.994590 -3.201027 -3.499294
C: -1.002425 -1.975424 -2.821031
C: -1.370254 -1.911387 -1.455329
C: -1.208387 -0.622230 -0.690851
C: -1.983424 -0.512188 0.574927
C: -2.990822 0.391867 0.709057
C: -3.907863 0.561264 1.824623
C: -4.769424 1.692464 1.940333
C: -5.671093 1.819808 3.005902
C: -5.722909 0.794899 3.974713
Br: -6.852558 0.981515 5.468610
C: -4.860769 -0.316895 3.890764
C: -3.950504 -0.416610 2.834597
C: -1.804382 -3.085759 -0.825268
C: -1.613653 -4.351452 -1.414889
H: -0.831053 -3.258719 -4.567727
H: -0.821610 -1.060386 -3.377781
H: -1.243908 0.269075 -1.347125
H: -1.672397 -1.198365 1.368597
H: -3.132573 1.124890 -0.100026
H: -4.768314 2.451176 1.156152
H: -6.281480 2.715237 3.127316
H: -4.891203 -1.079274 4.669699
H: -3.312182 -1.294223 2.754084
H: -2.271408 -3.044217 0.161603
H: -1.850320 -5.271927 -0.868795

Forces on atoms 1 to 2 (eV/Å):
0.39 -0.35 -0.14
-0.66 -0.74 0.78